Record 1
Computed, not measured: C3H3IrO4 as an isolated structure, with ωB97M-V/def2-TZVPD.

```
11
Properties=species:S:1:pos:R:3:forces:R:3
O -3.71727 0.18653 0.36834 1.049 1.187 -0.391
C -2.55341 0.42810 0.23462 0.389 -1.549 3.000
C -1.61394 -0.50908 -0.51282 -0.699 -0.283 -1.765
H -1.82938 0.84975 1.10526 -2.170 0.746 -1.049
H -1.54008 -1.41505 0.10492 0.220 0.142 0.150
H -2.01624 -0.78396 -1.49635 0.079 0.096 0.047
O -0.37752 0.19573 -0.76458 0.219 -1.154 -0.641
C 0.66705 0.01703 -0.03887 -2.429 1.872 2.485
O 0.48531 -0.11765 1.23007 -0.055 -1.205 -0.069
O 1.76515 0.46350 -0.39443 -4.944 1.625 -0.412
Ir 3.43870 0.10725 -0.65169 8.340 -1.477 -1.354
```
Positions in Å, forces in eV/Å.

Spin multiplicity: 6
HOMO (alpha / beta) (eV): -26.024 / -25.364
Total charge: +3
Kohn-Sham gap (alpha / beta) (eV): 10.92 / 6.96

***

Record 2
Computed, not measured: a 13-piece molecular cluster, C19H62F6O12P overall, with ωB97M-V/def2-TZVPD.

```
100
Properties=species:S:1:pos:R:3:forces:R:3
P 11.45103 -5.80099 5.24308 0.519 0.318 0.980
F 10.92998 -4.44066 5.93908 -0.612 -0.328 -0.065
F 10.52745 -6.71990 6.20209 -0.004 -0.039 -0.211
F 10.27557 -5.81795 4.14739 -0.058 0.428 -0.132
F 12.12551 -7.08017 4.52625 -0.124 -0.059 0.089
F 12.37610 -4.83369 4.31124 0.016 -0.291 -0.119
F 12.61045 -5.88247 6.39784 0.253 0.154 -0.413
C 8.49773 -4.53138 2.09209 0.434 -0.316 -0.156
O 9.41198 -3.51689 2.49704 0.014 -0.048 -0.120
H 7.76069 -4.06891 1.44102 -0.159 0.072 0.187
H 8.99867 -5.31532 1.50718 0.028 0.116 0.025
H 8.04177 -5.02931 2.94924 -0.253 0.185 -0.026
H 10.06847 -3.94613 3.05466 -0.045 -0.006 0.108
C 15.04851 -8.44462 4.07735 0.095 0.422 0.001
C 14.35271 -9.23893 5.15937 0.164 -0.428 -0.195
C 15.18178 -10.44454 5.60941 -0.157 -0.202 -0.119
O 14.03296 -8.48874 6.32436 -0.055 -0.303 0.497
H 15.97410 -7.98910 4.43800 -0.013 -0.055 0.030
H 14.41404 -7.64292 3.69605 0.011 -0.026 0.015
H 15.31284 -9.09732 3.24562 -0.092 -0.036 -0.032
H 13.42361 -9.64981 4.74392 -0.051 0.230 -0.087
H 15.77558 -10.84033 4.78333 -0.037 0.037 -0.038
H 14.51098 -11.24587 5.92660 0.138 0.016 0.227
H 15.85913 -10.19626 6.42541 -0.034 0.133 0.019
H 13.98327 -7.53676 6.19362 -0.142 -0.044 -0.409
C 9.98054 -1.24507 6.20581 0.042 0.812 0.008
C 9.03729 -0.64483 7.25660 0.226 -0.432 -1.054
C 9.47408 0.72704 7.71466 0.226 -0.133 -0.007
O 7.72795 -0.57573 6.67911 -0.052 0.048 0.403
H 10.99742 -1.39799 6.57209 -0.127 -0.327 0.177
H 10.09724 -0.51614 5.39008 -0.168 -0.121 -0.032
H 9.53790 -2.14798 5.79907 0.189 -0.159 0.053
H 8.97364 -1.34986 8.08553 -0.224 0.126 0.130
H 10.46113 0.67508 8.18010 -0.124 0.055 0.254
H 8.71880 1.12349 8.39051 0.180 0.186 0.129
H 9.58774 1.39395 6.85502 -0.176 0.011 -0.018
H 7.80367 -0.06873 5.86387 -0.001 -0.050 -0.033
C 14.31392 -2.20893 0.61936 0.059 0.014 -0.527
C 13.01887 -2.88654 0.96586 -0.887 -0.731 -0.120
C 12.35783 -3.53748 -0.25171 0.648 -0.030 -0.425
O 13.33329 -3.89689 1.93243 0.132 0.271 -0.028
H 14.94121 -2.95918 0.12859 0.153 0.033 0.195
H 14.82844 -1.82266 1.49505 -0.012 0.066 0.039
H 14.16893 -1.41903 -0.12095 -0.060 0.118 0.174
H 12.22745 -2.24098 1.36708 0.503 0.395 0.235
H 13.01485 -4.29275 -0.69878 -0.059 -0.138 0.340
H 12.21442 -2.81882 -1.06548 -0.327 0.156 0.253
H 11.41420 -3.99299 0.04064 -0.071 0.002 -0.130
H 12.57023 -4.05915 2.49643 0.058 -0.095 -0.032
C 17.88198 -7.22228 7.86075 -0.385 -1.727 0.604
C 16.74736 -6.61454 7.09772 0.433 2.226 -0.845
C 15.59593 -6.17953 7.97561 -0.093 -1.171 1.385
O 17.28694 -5.44100 6.42710 0.170 -0.248 -0.011
H 17.48267 -8.14633 8.31574 0.066 0.185 0.027
H 18.25118 -6.64059 8.70264 0.109 0.399 -0.264
H 18.67733 -7.59599 7.21718 0.184 0.512 -0.082
H 16.43579 -7.28507 6.29889 -0.236 -0.340 0.300
H 15.79601 -5.34679 8.65290 0.418 0.357 -0.567
H 15.45229 -6.98230 8.71680 -0.497 -0.095 -0.352
H 14.64780 -5.99628 7.48354 0.078 0.083 -0.176
H 16.67690 -5.16378 5.72705 -0.080 -0.020 0.060
C 9.20636 -7.94798 9.52082 0.746 -0.351 -0.533
C 10.05405 -7.87067 10.77298 -0.379 0.623 0.997
C 10.19251 -6.44026 11.27426 -0.082 0.462 -0.399
O 9.38895 -8.57139 11.84925 -0.016 -0.053 0.010
H 8.16729 -7.75009 9.77273 -0.067 -0.078 0.010
H 9.33540 -8.93413 9.06040 -0.375 -0.022 0.068
H 9.51060 -7.23121 8.75292 0.065 0.112 0.160
H 11.06150 -8.28736 10.69798 -0.064 -0.124 -0.518
H 10.48627 -6.42564 12.32277 0.045 -0.011 -0.004
H 9.26165 -5.87593 11.15150 -0.143 -0.277 0.228
H 10.91638 -5.87265 10.68344 0.205 -0.290 0.074
H 9.09068 -9.43030 11.53565 0.080 -0.001 -0.121
C 11.36100 -3.10309 9.49513 -0.512 0.080 0.020
C 12.79842 -3.58583 9.51340 -0.126 -0.327 -0.201
C 13.44305 -3.40443 10.87663 0.638 0.341 -0.797
O 12.84033 -4.98727 9.25261 0.024 -0.226 0.302
H 10.83820 -3.48390 8.61255 0.066 0.078 -0.040
H 11.25466 -2.01456 9.49544 0.237 -0.003 -0.037
H 10.81478 -3.46883 10.36977 0.096 -0.078 -0.015
H 13.37072 -3.07760 8.72636 0.038 0.134 0.130
H 13.51879 -2.33724 11.09979 -0.481 -0.071 0.370
H 14.48779 -3.72480 10.84783 -0.142 -0.354 0.005
H 12.88267 -4.00211 11.59056 0.036 0.251 0.310
H 12.32172 -5.21081 8.47140 0.080 0.194 -0.137
O 7.96519 -4.55151 5.94848 -0.152 -0.020 -0.151
H 8.78930 -4.29968 5.52320 0.085 0.056 0.087
H 7.77377 -5.42198 5.57289 -0.099 -0.074 0.179
O 15.26853 -4.77724 4.34909 0.158 -0.022 0.176
H 14.39308 -4.98093 4.69655 -0.072 0.042 -0.044
H 15.09152 -4.13468 3.65295 -0.088 -0.087 -0.140
O 11.31478 -9.61297 6.92944 0.195 -0.106 0.210
H 10.80366 -8.81636 7.10796 -0.076 0.028 -0.101
H 12.21960 -9.27652 6.83152 0.192 0.104 0.095
O 7.73675 -7.40075 5.06322 0.038 0.052 -0.075
H 7.46793 -8.31767 5.15978 -0.015 -0.030 0.000
H 8.69468 -7.44560 4.95603 0.056 -0.050 -0.001
O 10.60975 -9.43346 4.21526 -0.039 -0.161 -0.248
H 11.01412 -10.02067 4.86819 -0.300 0.163 0.154
H 11.01529 -8.58398 4.42609 0.022 -0.072 -0.142
```
Positions in Å, forces in eV/Å.

HOMO (eV): -7.351
Total charge: -1
Kohn-Sham gap (eV): 9.94

***

Record 3
Computed, not measured: a 2-piece molecular cluster, C6H5NOS overall, with ωB97M-V/def2-TZVPD.

```
14
Properties=species:S:1:pos:R:3:forces:R:3
C -2.11970 0.02437 1.42785 2.498 0.661 0.580
C 1.19750 -0.97806 -2.05119 0.540 0.253 -2.748
C -0.00521 -0.24412 -1.69749 0.521 -0.650 0.789
C 2.08542 -0.89562 -1.05538 -1.968 0.769 0.440
C 0.28814 0.13106 -0.44527 0.556 0.293 -0.194
C -0.83425 0.53674 1.82979 -0.598 -1.825 1.888
N -3.14929 -0.29916 1.03614 -0.842 -0.317 -0.273
O 1.49455 -0.20036 0.01562 0.318 -0.385 -0.616
S -0.70439 2.11569 2.41254 1.230 0.726 0.151
H 1.53994 -1.27262 -3.08863 -0.857 -0.014 1.437
H -0.97275 -0.13028 -2.12796 -0.129 -0.002 -0.608
H 3.07861 -1.19426 -1.02697 1.468 -0.335 0.578
H 0.05159 -0.10810 2.21698 -1.892 0.888 -1.241
H -1.95017 2.51472 2.55397 -0.845 -0.063 -0.183
```
Positions in Å, forces in eV/Å.

Spin multiplicity: 3
HOMO (alpha / beta) (eV): -7.886 / -9.043
Kohn-Sham gap (alpha / beta) (eV): 8.48 / 6.93

***

Record 4
Computed, not measured: a 2-piece molecular cluster, C14H23N2O2P overall, with ωB97M-V/def2-TZVPD.

```
42
Properties=species:S:1:pos:R:3:forces:R:3
C 1.40391 -4.21504 1.38884 0.115 -0.198 0.041
C 2.16852 -3.34139 1.09482 -0.700 0.387 -0.476
C 2.83590 -2.13807 0.61715 0.914 -0.290 0.766
P 2.13880 -0.60300 1.37294 -1.021 0.082 -0.605
C 0.35248 -0.98246 0.98120 -0.243 0.257 -0.209
C 0.04387 -1.05181 -0.52008 -0.172 0.196 0.895
C -1.44492 -0.87335 -0.80506 0.211 -0.468 -0.446
C -2.32691 -1.96698 -0.18607 -0.383 0.727 0.162
C -2.93174 -1.60204 1.18676 0.433 -0.399 0.325
N -2.60768 -2.60523 2.22361 -0.167 0.101 -0.058
O 3.85732 -0.10868 1.75876 0.251 -0.115 0.577
N 3.98085 0.56938 2.96681 -0.404 -0.124 -0.251
O 4.73539 0.04252 3.69339 0.351 0.102 -0.044
H 0.72867 -5.00185 1.61813 0.032 -0.096 0.121
H 2.78856 -2.05264 -0.46736 -0.198 0.059 -0.051
H 3.88412 -2.19308 0.89878 0.093 0.149 -0.161
H 1.82749 -0.46443 2.73389 0.330 -0.127 0.091
H 2.06196 0.52104 0.53598 0.208 0.053 0.019
H -0.21081 -0.12936 1.38367 0.117 0.088 0.145
H -0.02419 -1.86308 1.49966 0.124 -0.109 0.055
H 0.59763 -0.23674 -0.99669 0.091 -0.164 -0.336
H 0.36083 -2.02393 -0.89973 0.158 0.066 -0.242
H -1.77518 0.11736 -0.48579 -0.028 0.058 0.035
H -1.56421 -0.91254 -1.89006 -0.080 0.143 -0.046
H -3.16959 -2.11642 -0.86025 0.084 -0.354 -0.128
H -1.77221 -2.89598 -0.07232 -0.033 -0.124 -0.129
H -2.57740 -0.61687 1.49715 -0.108 0.139 -0.072
H -4.01543 -1.55405 1.10995 -0.063 0.089 -0.039
H -3.40290 -2.74357 2.83186 0.007 -0.041 0.050
H -1.85468 -2.27961 2.81493 0.069 -0.029 -0.017
C -0.37214 4.53449 -3.41398 0.003 -0.005 -0.001
C -1.53928 3.96230 -2.92716 -0.005 0.004 -0.005
C -1.50870 3.20708 -1.76340 -0.006 -0.014 0.004
C -0.31001 3.02286 -1.08868 0.011 -0.051 0.021
C 0.85857 3.58895 -1.57847 0.014 -0.010 0.010
C 0.82702 4.34623 -2.74106 0.000 0.001 -0.010
H -0.39710 5.12751 -4.31899 0.001 -0.004 -0.008
H -2.47321 4.10518 -3.45510 -0.005 0.007 0.002
H -2.41914 2.76203 -1.38242 -0.004 -0.001 0.001
H -0.28586 2.43486 -0.17882 -0.004 0.000 0.005
H 1.79401 3.44068 -1.05392 0.002 0.010 0.008
H 1.73739 4.78976 -3.12285 0.004 0.003 0.001
```
Positions in Å, forces in eV/Å.

HOMO (eV): -9.427
Kohn-Sham gap (eV): 9.87

***

Record 5
Computed, not measured: C20H27N2O4PTc as an isolated structure, with ωB97M-V/def2-TZVPD.

```
55
Properties=species:S:1:pos:R:3:forces:R:3
C 4.19313 2.24343 1.47553 0.007 -0.183 0.141
C 3.00727 2.85187 1.06823 -0.376 -0.173 -0.077
C 1.92965 2.09662 0.58499 -0.016 0.024 0.059
C 2.05484 0.69758 0.52641 0.718 -1.182 -0.779
C 3.24053 0.08286 0.96732 0.149 -0.087 0.023
C 4.29603 0.85325 1.45578 0.044 -0.189 0.009
C 0.63926 2.78076 0.23862 -0.539 0.455 -0.021
C 0.01334 2.51624 -1.13985 0.039 0.143 -0.380
N 0.36084 1.20506 -1.76282 -0.102 0.093 0.051
Tc 0.51986 -0.51003 -0.27328 -1.401 2.308 0.156
C 3.34145 -1.41396 0.85579 -0.287 -0.526 -0.019
P 2.23741 -1.89312 -0.55550 3.796 -0.547 1.058
H 2.88553 3.93481 1.12795 0.130 -0.289 -0.021
H 5.19391 0.33362 1.80508 -0.248 0.372 -0.131
H 5.03093 2.85040 1.82870 -0.324 -0.212 -0.127
H 2.94843 -1.93381 1.74507 0.235 0.272 -0.096
H 4.36134 -1.76705 0.65938 -0.179 0.075 0.165
H -0.11969 2.52915 0.99934 0.355 0.055 -0.080
H 0.79004 3.86637 0.29079 -0.096 -0.253 0.195
H -1.08092 2.56682 -1.06746 0.340 0.021 0.083
C 2.12529 -3.68489 -0.57461 -0.650 -0.079 -0.018
C 3.39669 -1.56047 -1.91970 -0.468 0.204 -0.534
H 0.32417 3.29617 -1.85824 -0.155 -0.214 0.272
C 1.62304 1.38160 -2.52755 0.099 0.007 -0.133
C -0.69391 0.87139 -2.75252 -0.039 -0.096 0.014
H 0.53390 -1.80272 0.75360 -0.234 -0.133 0.017
H 1.44982 2.16199 -3.28472 0.196 -0.229 0.120
H 2.44153 1.69128 -1.86966 -0.231 -0.116 -0.172
H 1.87592 0.44240 -3.03025 -0.014 0.224 0.067
H -0.59566 1.55216 -3.60865 -0.251 -0.202 0.097
H -0.56032 -0.16535 -3.07483 -0.062 0.222 -0.177
H -1.67989 0.97897 -2.29025 0.227 -0.077 -0.155
H 4.26744 -2.22206 -1.82479 -0.307 0.073 0.029
H 2.87627 -1.76742 -2.86121 0.319 0.048 -0.049
H 3.73759 -0.51920 -1.91122 -0.116 -0.235 0.040
H 3.12280 -4.14122 -0.60508 -0.250 0.220 0.012
H 1.56989 -4.01984 0.30912 0.152 -0.067 -0.230
H 1.56242 -3.95461 -1.47763 0.143 -0.212 0.208
H 0.39698 -1.64973 -1.48009 0.373 0.591 0.182
O -0.97518 -0.00970 2.28209 -1.609 -0.210 -1.314
C -1.78449 -0.15712 1.36021 1.409 -0.043 -0.255
O -1.45316 -0.23332 0.07649 -0.981 0.058 1.511
C -3.26897 -0.30749 1.54680 0.486 0.247 -0.153
C -4.12576 0.03788 0.48697 -1.476 0.318 -0.689
C -5.47404 -0.27710 0.54517 1.161 0.622 -0.842
C -5.97115 -0.91516 1.69444 1.342 -0.203 0.208
C -5.14865 -1.17235 2.80952 0.896 -0.009 0.429
C -3.79633 -0.84951 2.73575 -1.350 -0.583 1.191
N -7.30033 -1.42023 1.66018 -4.014 -1.508 0.590
O -7.96804 -1.22214 0.61735 1.564 -0.068 1.494
O -7.74882 -2.03982 2.64994 1.504 1.407 -1.862
H -3.73435 0.54897 -0.38977 -0.019 -0.278 0.205
H -6.14304 -0.08888 -0.28990 0.111 0.025 0.187
H -5.58628 -1.65649 3.68195 0.150 0.170 -0.185
H -3.13858 -1.01688 3.59103 -0.149 -0.046 -0.315
```
Positions in Å, forces in eV/Å.

Spin multiplicity: 4
HOMO (alpha / beta) (eV): -14.691 / -14.663
Total charge: +2
Kohn-Sham gap (alpha / beta) (eV): 6.82 / 3.39

***

Record 6
Computed, not measured: C21H28N5O5S2Ti as an isolated structure, with ωB97M-V/def2-TZVPD.

```
62
Properties=species:S:1:pos:R:3:forces:R:3
Ti 0.35235 0.86241 -0.21142 -0.274 -0.378 0.514
S 0.42339 2.91744 -1.58006 0.045 -0.047 0.002
C 0.50030 3.56790 0.04659 0.053 0.024 -0.065
C 0.40701 4.89952 0.43221 0.001 0.027 0.008
C 0.46456 5.18524 1.78278 0.002 -0.008 0.007
C 0.60737 4.15924 2.71943 0.002 0.002 -0.008
C 0.69145 2.86417 2.26623 0.006 0.023 0.009
N 0.64807 2.59399 0.95409 0.008 -0.091 -0.057
H 0.28892 5.67164 -0.31410 0.000 0.002 0.007
H 0.39468 6.21220 2.11680 0.000 0.000 0.002
H 0.64859 4.36652 3.77820 -0.001 0.009 0.003
H 0.79979 2.01512 2.93014 -0.007 0.004 -0.004
O 2.20297 0.45640 -1.19596 0.021 -0.034 0.042
C 3.11930 -0.61078 -0.82252 -0.026 0.054 -0.039
C 4.01806 -0.18117 0.31613 0.020 -0.014 -0.003
C 3.26693 0.53950 1.43940 -0.044 0.051 -0.060
C 2.09343 -0.21300 2.00832 -0.270 0.184 -0.526
C 2.16444 -0.81229 3.19755 -0.154 -0.271 0.422
C 1.01308 -1.48685 3.78601 0.211 0.068 0.042
C -0.10464 -1.62108 3.08537 -0.083 0.032 -0.131
C -0.21455 -1.13015 1.67206 0.108 -0.011 -0.026
N 0.89577 -0.22407 1.24566 0.182 0.324 -0.168
H 2.64389 1.19885 -1.62987 0.007 0.000 -0.008
H 3.68653 -0.89774 -1.70768 0.005 -0.006 0.009
H 2.47159 -1.43720 -0.53826 -0.006 -0.003 0.006
H 4.80930 0.47399 -0.05826 -0.008 -0.005 0.005
H 4.50665 -1.07769 0.70408 0.008 0.000 0.004
H 2.94083 1.52027 1.07984 0.007 -0.027 0.016
H 3.96739 0.73841 2.24928 0.006 -0.004 0.010
H 3.09610 -0.76064 3.74511 -0.013 -0.026 0.029
H 1.08222 -1.86966 4.79495 0.019 0.015 0.003
H -0.99324 -2.10553 3.47080 0.004 -0.006 -0.002
H -0.20336 -1.99946 1.00520 0.018 -0.028 -0.005
C 1.33188 -2.45265 -3.57519 -0.002 0.001 -0.001
C -0.16898 -2.26113 -3.73951 -0.018 0.002 0.002
S -0.91585 -1.90938 -2.16693 0.057 0.054 0.000
O -0.28128 -0.65201 -1.70981 -0.054 0.068 0.013
O -0.80753 -3.04103 -1.30069 0.011 -0.017 0.018
C -2.62385 -1.58283 -2.61546 -0.002 -0.001 -0.043
C -3.63041 -1.45774 -1.46261 0.014 0.011 0.007
N -3.08069 -0.69176 -0.34468 -0.029 0.031 0.000
C -2.46649 0.45778 -0.50182 0.037 0.049 0.038
N -1.50240 0.65866 0.42503 0.105 0.044 -0.064
C -1.59632 -0.44111 1.44523 -0.015 0.069 0.014
C -2.62443 -1.33054 0.83300 -0.025 0.040 -0.023
N -3.52106 -2.03192 1.57613 0.393 -0.714 -0.327
O -3.17344 -2.35143 2.72404 -0.126 0.251 0.220
O -4.56872 -2.44250 1.04167 -0.201 0.265 0.094
C -2.75623 1.40059 -1.61496 0.005 0.007 0.002
H 1.75865 -2.73463 -4.53577 0.003 -0.003 0.002
H 1.54851 -3.24412 -2.85908 -0.002 -0.007 0.001
H 1.80421 -1.52856 -3.24680 -0.004 0.008 0.000
H -0.66075 -3.16657 -4.09760 0.000 0.001 0.001
H -0.41133 -1.43037 -4.40372 -0.001 0.002 0.001
H -2.90346 -2.42704 -3.24901 0.004 0.000 -0.005
H -2.58311 -0.68843 -3.23922 -0.001 -0.017 0.006
H -3.90525 -2.42420 -1.05321 0.006 -0.009 0.002
H -4.54206 -0.99529 -1.83942 0.000 0.003 -0.005
H -1.92853 -0.02314 2.40427 0.000 -0.002 0.000
H -3.72209 1.17968 -2.06452 -0.001 0.005 0.002
H -1.98189 1.38324 -2.38300 -0.002 0.000 0.009
H -2.77633 2.41293 -1.21439 0.001 -0.002 0.001
```
Positions in Å, forces in eV/Å.

HOMO (alpha / beta) (eV): -9.696 / -9.691
Total charge: +1
Kohn-Sham gap (alpha / beta) (eV): 5.85 / 5.77